{
  "formula": "C5H7Cl",
  "method": "ωB97M-V with the def2-TZVPD basis set",
  "species": ["C", "C", "C", "C", "C", "Cl", "H", "H", "H", "H", "H", "H", "H"],
  "positions_angstrom": [[-0.49036, -0.74941, 0.52789], [-1.74805, -0.96635, 0.94946], [0.88347, -1.10283, 0.08781], [0.18748, 0.08016, -0.40587], [0.50131, 1.41288, -0.88620], [-0.61995, -1.08095, -2.81576], [-2.55964, -0.36060, 0.76367], [-2.05951, -1.87024, 1.62577], [1.65782, -1.03803, 0.69710], [0.99041, -2.02003, -0.47718], [1.29666, 1.18566, -1.57253], [1.18361, 1.94465, -0.13164], [-0.36710, 1.78847, -1.31699]],
  "lowdin_charge": [-0.219, 0.135, -0.054, -0.215, -0.044, -0.234, 0.041, 0.114, 0.066, 0.114, 0.083, 0.144, 0.068],
  "lumo_energy_ev": [-1.983, -1.981],
  "spin_multiplicity": 1,
  "e_tot_ev": -17815.934,
  "homo_energy_ha": [-0.3267, -0.3267]
}

***

{
  "formula": "C5H7Cl2F2NS",
  "method": "ωB97M-V with the def2-TZVPD basis set",
  "species": ["C", "C", "C", "C", "C", "N", "F", "F", "S", "Cl", "Cl", "H", "H", "H", "H", "H", "H", "H"],
  "positions_angstrom": [[0.15342, 0.08401, -2.08188], [1.37402, 0.75229, 1.08125], [-1.17193, 0.89362, 1.02804], [0.13373, 0.82167, 0.21424], [-0.25739, -2.13017, -0.24950], [0.27873, -0.15724, -0.80177], [0.25408, -1.02555, -2.81453], [0.08275, -2.06676, 1.01467], [-0.13127, 1.58843, -2.73330], [0.74301, -3.14630, -1.21903], [-1.92384, -2.45415, -0.47775], [1.00007, 0.63102, 2.05542], [1.83540, -0.08605, 0.71721], [1.97495, 1.64337, 1.00392], [-2.06426, 0.88772, 0.38942], [-1.18372, 1.86593, 1.51093], [-1.25136, 0.04991, 1.64091], [0.15361, 1.84824, -0.27826]],
  "lowdin_charge": [-0.838, -0.021, -0.035, -0.480, -1.286, 0.041, -0.030, -0.034, 0.858, 0.663, 0.649, 0.067, 0.050, 0.088, 0.083, 0.090, 0.048, 0.088],
  "lumo_energy_ev": [0.593, -3.329],
  "spin_multiplicity": 3,
  "e_tot_ev": -48098.967,
  "homo_energy_ha": [-0.2562, -0.3677]
}

***

{
  "formula": "C5H7Cl2N",
  "method": "ωB97M-V with the def2-TZVPD basis set",
  "species": ["C", "C", "C", "C", "C", "H", "H", "H", "H", "H", "H", "H", "N", "Cl", "Cl"],
  "positions_angstrom": [[0.66141, -2.41573, 0.26787], [0.11334, -1.02903, 0.11563], [-0.85995, -0.52707, 0.93224], [-1.56842, 0.75143, 0.83169], [-1.10847, 1.99845, 0.59719], [-0.80257, -3.39353, -0.81785], [0.46220, -3.04104, -1.68774], [1.73917, -2.36677, 0.14867], [0.35836, -2.77659, 1.27176], [-1.13990, -1.13341, 1.77988], [-2.66569, 0.62927, 0.87734], [-1.85473, 2.71982, 0.33205], [0.23400, -3.36459, -0.75848], [0.64355, -0.20707, -1.28669], [0.46455, 2.57449, 0.51830]],
  "lowdin_charge": [-0.324, -0.674, -0.138, -0.190, -0.632, 0.084, 0.043, 0.104, 0.120, 0.102, 0.111, 0.054, -0.012, 0.701, 0.650],
  "lumo_energy_ev": 0.729,
  "smiles": "NC/C(Cl)=C/C=C\\Cl",
  "spin_multiplicity": 1,
  "e_tot_ev": -31832.268,
  "homo_energy_ha": -0.3273
}

***

{
  "formula": "C5H7Cl2N2O",
  "method": "ωB97M-V with the def2-TZVPD basis set",
  "species": ["C", "C", "C", "C", "C", "N", "N", "O", "Cl", "Cl", "H", "H", "H", "H", "H", "H", "H"],
  "positions_angstrom": [[-0.02456, -1.89037, -0.15380], [0.01079, 2.26967, 0.56865], [-0.56488, 0.98685, 0.77759], [-1.40149, 0.30456, -0.26251], [1.71895, -0.12286, -0.39873], [-1.03369, -1.11591, -0.45207], [1.29345, -1.38264, -0.06141], [0.05296, 2.81356, -0.49994], [-3.17080, 0.16619, 0.11639], [3.14913, 0.49440, 0.21204], [-0.07024, -2.93308, -0.04314], [0.27510, 2.73055, 1.45228], [-0.48754, 0.38738, 1.63269], [-1.22578, 0.83795, -1.14856], [1.35973, 0.07049, -1.30907], [-1.86510, -1.67067, -0.83247], [1.98396, -1.94606, 0.40205]],
  "lowdin_charge": [-0.010, -0.302, -0.012, -0.614, -0.575, 0.030, 0.029, 0.095, 0.707, 0.809, 0.148, 0.108, 0.107, 0.100, 0.063, 0.171, 0.144],
  "lumo_energy_ev": [-5.784, -5.426],
  "smiles": "[O-]/C=C\\[C@H](Cl)/[NH+]=C\\[NH+]=C\\Cl",
  "spin_multiplicity": 1,
  "e_tot_ev": -35360.127,
  "total_charge": 1,
  "homo_energy_ha": [-0.4628, -0.5026]
}

***

{
  "formula": "C5H7Cl2NOS",
  "method": "ωB97M-V with the def2-TZVPD basis set",
  "species": ["C", "C", "C", "C", "C", "N", "O", "S", "Cl", "Cl", "H", "H", "H", "H", "H", "H", "H"],
  "positions_angstrom": [[-0.18331, -0.87718, -1.00061], [-0.50723, 0.69473, -1.26875], [-0.10817, 1.41453, -0.00623], [-1.04581, 1.34159, 1.21588], [1.28495, -2.14163, 0.40432], [0.81200, -0.85277, -0.13688], [-0.72945, -1.86582, -1.41553], [1.46852, 0.60332, 0.43997], [-2.05449, 0.99697, -1.91751], [0.37124, 3.21058, -0.32724], [0.27432, 0.88216, -2.05646], [-1.93701, 1.67032, 0.77616], [-0.68357, 1.95518, 1.99552], [-1.09961, 0.26382, 1.60385], [1.99134, -2.66300, -0.42132], [1.81178, -1.88497, 1.42440], [0.33450, -2.74782, 0.69041]],
  "lowdin_charge": [-0.562, -0.743, -1.031, -0.129, -0.086, -0.452, 0.082, 0.959, 0.733, 0.544, 0.122, 0.039, 0.058, 0.121, 0.136, 0.096, 0.113],
  "lumo_energy_ev": 0.526,
  "smiles": "CN1S[C@@](C)(Cl)[C@H](Cl)C1=O",
  "spin_multiplicity": 1,
  "e_tot_ev": -44715.280,
  "homo_energy_ha": -0.3279
}

***

{
  "formula": "C5H7Cl3O2",
  "method": "ωB97M-V with the def2-TZVPD basis set",
  "species": ["C", "C", "C", "C", "C", "O", "O", "Cl", "Cl", "Cl", "H", "H", "H", "H", "H", "H", "H"],
  "positions_angstrom": [[4.48460, -0.58476, 0.43528], [-1.61360, -0.53374, -0.95910], [-0.76506, 0.68086, -0.49141], [2.92631, -0.02594, -0.29510], [1.49446, 1.10690, -0.35516], [5.43415, -0.60877, -0.26761], [0.57250, 0.36405, -0.84674], [2.06002, 2.59639, -1.33482], [2.14150, -1.58638, 0.10404], [1.44123, 1.71408, 1.41507], [4.36479, -0.71745, 1.48753], [-2.73948, -0.39804, -1.07576], [-1.40766, -0.79378, -2.00235], [-1.43557, -1.33583, -0.25126], [-0.73451, 0.58066, 0.55226], [-1.19374, 1.64456, -0.72453], [3.18259, -0.01186, -1.35534]],
  "lowdin_charge": [-0.244, -0.050, -0.231, -0.509, -1.132, 0.088, -0.223, 0.540, 0.632, 0.547, 0.094, 0.098, 0.076, 0.070, 0.065, 0.129, 0.052],
  "lumo_energy_ev": 0.275,
  "smiles": "CCOC(Cl)(Cl)[C@H](Cl)C=O",
  "spin_multiplicity": 1,
  "e_tot_ev": -46957.126,
  "homo_energy_ha": -0.3670
}

***

{
  "formula": "C5H7Cl3S",
  "method": "ωB97M-V with the def2-TZVPD basis set",
  "species": ["C", "C", "C", "C", "C", "S", "Cl", "Cl", "Cl", "H", "H", "H", "H", "H", "H", "H"],
  "positions_angstrom": [[-0.68468, -0.94826, 1.12689], [-0.73763, 0.35077, 0.85460], [1.55913, -0.64928, -1.76064], [1.68976, 0.06790, -0.41975], [-2.01560, 1.22676, 0.94608], [0.41506, 1.28111, -0.14360], [-3.27349, 0.36277, 1.93354], [-1.68978, 2.73014, 1.72834], [-2.65233, 1.33428, -0.71801], [0.18575, -1.60986, 0.96970], [-1.44967, -1.64579, 1.46847], [2.06724, -0.17714, -2.65466], [1.88422, -1.64062, -1.43815], [0.46255, -0.68889, -1.91899], [2.75986, 0.49293, -0.38873], [1.47964, -0.48680, 0.41494]],
  "lowdin_charge": [-0.032, -0.726, -0.152, -0.559, -1.618, 0.872, 0.552, 0.628, 0.576, 0.071, 0.058, 0.096, 0.070, 0.065, 0.113, -0.013],
  "lumo_energy_ev": 0.576,
  "smiles": "C=C(SCC)C(Cl)(Cl)Cl",
  "spin_multiplicity": 1,
  "e_tot_ev": -53699.192,
  "homo_energy_ha": -0.3174
}

***

{
  "formula": "C5H7ClN2",
  "method": "ωB97M-V with the def2-TZVPD basis set",
  "species": ["C", "C", "C", "C", "C", "H", "H", "H", "H", "H", "H", "H", "N", "N", "Cl"],
  "positions_angstrom": [[1.31437, 0.39238, 0.03186], [1.21707, 1.58303, -0.60619], [0.21343, -0.57343, 0.69740], [-0.42565, -1.42915, -0.52343], [-1.77130, 0.20995, 0.04069], [2.01973, 1.96075, -1.22122], [0.22679, 1.96617, -0.68581], [0.77384, -1.02440, 1.53898], [-0.85553, -2.39094, -0.06799], [0.28327, -1.52385, -1.26733], [-2.60155, 0.90332, -0.03007], [-0.74799, 0.90330, 1.85436], [-1.57956, -0.63003, -0.83726], [-0.81103, 0.25882, 1.03193], [2.74412, -0.60592, 0.04406]],
  "lowdin_charge": [-0.662, 0.006, -0.367, -0.128, -0.253, 0.059, 0.046, 0.117, 0.141, 0.070, 0.126, 0.174, 0.031, -0.005, 0.644],
  "lumo_energy_ev": 0.815,
  "smiles": "C=C(Cl)[C@@H]1CN=CN1",
  "spin_multiplicity": 1,
  "e_tot_ev": -20799.262,
  "homo_energy_ha": -0.3188
}